The following is a quantum chemistry calculation of a cluster of 2 separate species, C4H11NO2 in total in a non-equilibrium geometry, from the OMol25 dataset.

Results
Molecular weight in u: 105.14
SMILES string: CCN(C)C=O.O
Spin multiplicity: 1

```
18
Properties=species:S:1:pos:R:3:forces:R:3:nbo_charge:R:1
C -1.591251 -0.102444 -1.327708 -0.33 -1.56 0.98 -0.6417
C -0.092948 0.093246 -1.523130 0.32 0.65 -0.54 -0.2311
N 0.348469 1.338768 -0.902554 0.16 0.16 -0.39 -0.4427
C 0.251274 1.504824 0.514406 -1.65 -1.33 1.63 -0.4314
C 0.353697 2.460868 -1.661101 0.56 0.17 -0.98 0.5396
O 0.734096 3.569188 -1.350312 -0.41 -0.16 0.39 -0.6050
H -1.801173 -0.649449 -0.401853 0.04 -0.14 -0.08 0.2106
H -2.005309 -0.704504 -2.136619 -0.06 0.05 0.01 0.2190
H -2.206996 0.793096 -1.202119 0.62 0.28 -0.47 0.2268
H 0.084504 0.078464 -2.599540 0.00 1.04 -0.18 0.2110
H 0.674357 -0.671256 -1.307687 -1.05 -0.32 1.00 0.2164
H 0.646710 0.683268 1.117361 1.29 0.18 -0.44 0.2033
H -0.788366 1.321787 0.896631 0.07 0.82 -0.78 0.1810
H 0.558040 2.486002 0.843772 0.33 0.02 -0.10 0.2480
H 0.023600 2.229600 -2.692405 0.10 0.13 -0.03 0.0962
O 1.607446 -4.677904 4.912130 0.02 0.30 0.65 -0.9488
H 1.166525 -5.491428 4.659430 0.16 0.09 -0.43 0.4747
H 2.037324 -4.262127 4.161296 -0.18 -0.39 -0.21 0.4742
```
Forces are in eV/Å.

The following is a quantum chemistry calculation of the molecule C10H18N2O5 in a non-equilibrium geometry, from the OMol25 dataset.

Results
Molecular weight in u: 246.26
SMILES string: CC[C@H](C)[C@H](N)C(=O)N[C@@H](CC(=O)O)C(=O)O
Spin multiplicity: 1

```
35
Properties=species:S:1:pos:R:3:forces:R:3:nbo_charge:R:1
C -3.609161 1.556302 -0.477529 1.93 1.08 -0.90 -0.6187
C -3.171059 0.419919 -1.405372 0.16 -0.29 -0.54 -0.3978
C -1.923223 -0.477022 -1.010442 -0.87 0.00 -0.53 -0.1978
C -2.113098 -0.991342 0.388846 1.47 0.58 1.37 -0.6259
C -0.587570 0.256485 -1.282224 -0.30 0.15 -0.18 -0.1449
N -0.475558 0.301954 -2.726998 0.38 1.48 -0.37 -0.8350
C 0.610564 -0.422520 -0.591797 -0.90 0.42 0.59 0.6911
O 1.255978 -1.271639 -1.158684 0.83 -0.54 -0.43 -0.6422
N 0.855782 -0.072104 0.717853 0.01 0.50 0.74 -0.6542
C 2.100126 -0.532179 1.418250 -0.32 0.41 -0.46 -0.1860
C 3.186948 0.551922 1.277192 -0.50 -0.51 -0.67 -0.5339
C 4.296382 0.307033 0.256252 -0.46 0.92 0.63 0.7870
O 5.359695 0.799016 0.471308 1.01 0.05 0.02 -0.5641
O 4.053752 -0.294891 -0.896930 -1.66 -0.94 -0.77 -0.6807
C 1.891255 -0.869168 2.938396 -2.39 -0.58 -1.12 0.7886
O 2.725295 -0.884245 3.771370 0.79 0.23 0.21 -0.5290
O 0.587013 -1.218324 3.243103 0.14 0.34 -1.83 -0.6851
H -2.925982 2.437831 -0.671809 -0.56 -0.76 0.51 0.1934
H -3.496808 1.263299 0.553797 -0.48 0.16 0.45 0.2034
H -4.592184 1.937636 -0.753823 -0.10 -0.35 0.33 0.2249
H -4.047250 -0.232328 -1.492743 0.31 -0.27 -0.16 0.2008
H -2.983580 0.856645 -2.397432 -0.06 -0.37 0.19 0.2260
H -1.963613 -1.387918 -1.675985 0.18 0.97 0.41 0.2156
H -1.506677 -1.880834 0.607510 0.44 0.41 0.00 0.2110
H -1.934953 -0.193025 1.204229 -0.52 -1.31 -1.16 0.1951
H -3.077103 -1.412473 0.418364 -1.58 -0.05 0.53 0.2251
H -0.697425 1.268364 -0.844577 0.13 -0.22 -0.43 0.1996
H -0.284600 -0.583522 -3.139646 0.10 -0.81 0.02 0.3772
H 0.162586 0.973844 -3.173045 -0.32 -0.33 0.87 0.3761
H 0.446314 0.825755 1.031989 0.44 -0.93 -0.28 0.4060
H 2.348689 -1.467957 0.866390 0.08 0.48 0.67 0.2680
H 2.681152 1.476701 0.961451 0.25 -0.13 0.09 0.2282
H 3.669363 0.751859 2.216120 0.25 -0.05 0.34 0.2724
H 3.104044 -0.605265 -1.027913 1.27 0.28 0.37 0.5098
H 0.054904 -1.187809 2.384530 0.87 -0.02 1.50 0.4960
```
Forces are in eV/Å.

For reference, energy relative to the best compared isomer or geometry (same formula, charge and spin) by record: 143.40, 129.80 kJ/mol.